16
Properties=species:S:1:pos:R:3 method="wB97M-V/def2-TZVPD" multiplicity=1 e_lumo_ev=1.0 charge=0 homo_energy_ev=-7.9
C -1.7880 1.4829 -0.2317
C -2.2444 0.2493 -0.4866
N -1.6551 -0.8778 0.0734
H -2.1098 2.4525 -0.6696
H -0.9872 1.7486 0.4415
H -3.0697 0.0473 -1.1916
H -0.6397 -0.7671 0.1856
H -2.1349 -1.7478 -0.0471
C 1.2147 -0.8928 1.1535
C 1.6145 0.1177 0.3296
N 2.6400 -0.1167 -0.6058
H 2.0126 -1.6448 0.9744
H 1.0203 -0.7410 2.2123
H 0.9708 0.9986 0.2492
H 2.6945 0.6583 -1.2580
H 2.4610 -0.9672 -1.1291

***

106
Properties=species:S:1:pos:R:3 method="wB97M-V/def2-TZVPD" multiplicity=1 e_lumo_ev=1.7 charge=-1 homo_energy_ev=-4.5
K 0.7977 0.1810 0.8914
C -1.9121 -3.9669 -0.1820
O -0.8499 -3.7662 -1.1184
C 0.0889 -2.8833 -0.7147
O 0.0867 -2.3710 0.3826
N 1.0390 -2.7087 -1.6728
N 1.9052 -1.6258 -1.4769
H -2.5131 -4.7725 -0.5929
H -2.5055 -3.0578 -0.0844
H -1.5165 -4.2408 0.7943
H 0.7519 -2.9338 -2.6166
H 1.5787 -0.8049 -1.9819
H 2.8341 -1.8513 -1.8059
Br -9.7853 0.0984 2.1452
C -8.4222 1.1647 2.9256
C -8.5670 2.5387 2.9647
C -7.5692 3.3077 3.5500
C -6.4290 2.7046 4.0582
C -6.2997 1.3157 4.0207
C -7.2985 0.5455 3.4576
N -5.5117 3.5065 4.8173
N -4.2776 3.4542 4.6570
C -3.6192 2.8718 3.5765
C -4.1210 2.7407 2.2865
C -3.3688 2.2230 1.2505
C -2.0402 1.7655 1.4201
O -1.3657 1.2668 0.4787
C -1.4794 1.9345 2.7749
N -0.2059 1.5215 2.9868
C 0.3316 1.6557 4.1723
C -0.3530 2.2311 5.2581
C -1.6413 2.6461 5.0771
C -2.2573 2.5033 3.8104
H -9.4501 3.0094 2.5553
H -7.6736 4.3831 3.6072
H -5.4132 0.8452 4.4242
H -7.2067 -0.5317 3.4253
H -5.1185 3.0877 2.0522
H -3.7877 2.1606 0.2534
H 1.3522 1.2996 4.2878
H 0.1412 2.3319 6.2158
H -2.2119 3.0853 5.8836
C -0.0255 1.0437 -3.4684
N -0.4019 -0.3796 -3.3695
C -1.5529 -0.4664 -2.4475
N -2.6950 0.3174 -2.9123
C -2.2536 1.7145 -3.0097
N -1.1331 1.8698 -3.9418
C -1.5457 1.3704 -5.2502
N -1.9627 -0.0392 -5.2081
C -0.8389 -0.8242 -4.6930
C -3.0649 -0.1475 -4.2462
H 0.8168 1.1437 -4.1556
H 0.2958 1.3970 -2.4843
H -1.2286 -0.0446 -1.4988
H -1.8499 -1.5135 -2.3440
H -1.9483 2.0487 -2.0159
H -3.0889 2.3293 -3.3543
H -0.7126 1.4735 -5.9493
H -2.3824 1.9717 -5.6135
H -0.0018 -0.7430 -5.3917
H -1.1445 -1.8743 -4.6330
H -3.3793 -1.1933 -4.1857
H -3.9056 0.4483 -4.6098
C 0.7165 4.2878 0.7739
S 2.5180 4.2000 0.6959
C 2.7497 3.9409 -1.0192
C 3.0451 2.7584 -1.6158
S 3.3195 1.1942 -0.9418
S 3.2032 2.8593 -3.3588
C 2.8551 4.5416 -3.5772
S 2.8326 5.2783 -5.0569
S 2.5778 5.3306 -2.0795
H 0.4553 4.4851 1.8137
H 0.2585 3.3486 0.4695
H 0.3368 5.0980 0.1523
O 2.3842 -0.9001 2.3152
S 3.3816 -1.8822 1.8274
C 4.8314 -1.6299 2.9489
C 4.6661 -0.3112 3.6429
C 4.7596 0.8754 2.9227
C 4.5155 2.0889 3.5450
C 4.1858 2.1261 4.8931
C 4.0846 0.9444 5.6137
C 4.3126 -0.2720 4.9865
C 2.8063 -3.5074 2.4290
C 2.2785 -3.4353 3.8238
C 1.0637 -2.7996 4.0733
C 0.6175 -2.6417 5.3757
C 1.3678 -3.1260 6.4381
C 2.5668 -3.7802 6.1964
C 3.0210 -3.9277 4.8941
H 5.7109 -1.6422 2.3042
H 4.8992 -2.4475 3.6655
H 4.9737 0.8626 1.8591
H 4.5548 3.0018 2.9651
H 3.9907 3.0747 5.3773
H 3.8080 0.9677 6.6606
H 4.1995 -1.1996 5.5367
H 3.6480 -4.1976 2.3357
H 2.0366 -3.7860 1.7075
H 0.4824 -2.4196 3.2438
H -0.3174 -2.1281 5.5604
H 1.0133 -2.9975 7.4529
H 3.1499 -4.1717 7.0205
H 3.9574 -4.4408 4.7028

***

71
Properties=species:S:1:pos:R:3 method="wB97M-V/def2-TZVPD" multiplicity=3 e_lumo_ev="1.6 / 1.6" charge=-1 homo_energy_ev="-4.0 / -4.1"
Ti 0.3267 0.1432 -0.2994
F -5.1469 -0.6060 3.8488
C -4.3628 0.3499 3.3145
C -3.3326 0.0172 2.4600
F -3.1103 -1.2813 2.1897
C -2.5515 1.0111 1.9105
F -1.4896 0.6230 1.1355
C -2.6914 2.3797 2.1891
S -1.6151 3.5697 1.5935
C -3.7607 2.6591 3.0637
F -4.0077 3.9270 3.4256
C -4.5697 1.6860 3.6103
F -5.5697 2.0198 4.4458
I -0.9963 -2.5605 0.2326
C 0.5824 -3.9108 0.4890
C 0.4638 -5.0297 -0.2880
C 1.3049 -6.1420 -0.1013
C 2.2110 -6.1213 0.9118
C 2.3621 -4.9739 1.7278
C 3.2903 -5.0272 2.7931
C 3.4800 -3.9518 3.6022
C 2.8057 -2.7537 3.3094
C 1.9080 -2.6290 2.2750
P 1.4400 -0.8716 1.9081
C 3.0822 -0.0819 2.0568
C 3.5133 0.6246 3.1712
C 4.7693 1.2183 3.1763
C 5.5976 1.1052 2.0697
C 5.1649 0.4060 0.9495
C 3.9084 -0.1760 0.9379
C 0.5117 -0.3077 3.3679
C 0.0018 -1.1628 4.3390
C -0.8252 -0.6642 5.3392
C -1.1412 0.6855 5.3749
C -0.6315 1.5453 4.4087
C 0.1862 1.0527 3.4053
C 1.5915 -3.7905 1.4928
H -0.3084 -5.0702 -1.0437
H 1.1940 -7.0099 -0.7375
H 2.8378 -6.9804 1.1179
H 3.8386 -5.9490 2.9484
H 4.1759 -3.9891 4.4302
H 3.0423 -1.8805 3.9039
H 2.8623 0.7316 4.0309
H 5.0946 1.7785 4.0444
H 6.5727 1.5765 2.0719
H 5.7956 0.3385 0.0722
H 3.5488 -0.6746 0.0433
H 0.2280 -2.2217 4.3059
H -1.2358 -1.3388 6.0802
H -1.8037 1.0663 6.1423
H -0.9022 2.5940 4.3998
H 0.5346 1.7215 2.6236
O -0.6747 0.1072 -1.9177
N 0.2919 -0.5620 -2.6050
O 1.2931 -0.7056 -1.6832
C 3.8050 4.4385 0.3141
C 2.3577 4.3142 0.8089
C 1.4824 5.3946 0.1591
C 2.3143 4.4794 2.3348
C 1.8272 2.9906 0.4571
C 1.3703 1.9077 0.1457
H 4.2223 5.4049 0.6131
H 3.8451 4.3621 -0.7734
H 4.4219 3.6433 0.7351
H 1.8914 6.3861 0.3732
H 0.4615 5.3349 0.5387
H 1.4488 5.2555 -0.9218
H 2.6677 5.4760 2.6150
H 2.9463 3.7328 2.8203
H 1.2911 4.3591 2.6962

***

98
Properties=species:S:1:pos:R:3 method="wB97M-V/def2-TZVPD" multiplicity=1 e_lumo_ev=-7.6 charge=+2 homo_energy_ev=-13.1
Re 0.1064 0.5414 0.3323
C 2.2447 -1.3153 1.4573
N 1.0377 -1.4461 0.6059
C 0.0872 -2.3847 1.2489
C 1.4561 -1.9744 -0.7225
C 0.4777 -1.6033 -1.8150
N 0.2857 -0.1405 -1.8916
C 1.4623 0.5038 -2.5418
C 1.5590 1.9981 -2.3849
C 1.6347 2.8166 -3.4874
C 1.7904 4.1986 -3.3625
C 1.8592 4.7227 -2.0782
C 1.7760 3.9492 -0.9253
C 1.6431 2.5539 -1.0958
O 1.4375 1.7081 -0.0446
C 1.6871 4.6056 0.4529
C 2.1120 6.0773 0.4155
C 0.2090 4.5461 0.8821
C 2.5799 3.8980 1.4870
C 1.8932 5.0609 -4.6099
C 3.1759 4.6605 -5.3601
C 0.6671 4.8129 -5.5036
C 1.9608 6.5557 -4.2902
C -0.9330 0.1444 -2.6896
C -2.2239 -0.4278 -2.1563
C -3.1307 -1.0239 -3.0086
C -4.3871 -1.4339 -2.5598
C -4.7769 -1.0406 -1.2756
C -3.9152 -0.4320 -0.3831
C -2.5635 -0.2917 -0.7979
O -1.5940 -0.0498 0.0971
C -4.3736 0.1633 0.9512
C -3.9378 1.6432 0.9794
C -3.7534 -0.5797 2.1466
C -5.8964 0.1167 1.0803
C -5.3348 -2.2398 -3.4297
C -6.5319 -1.3503 -3.8105
C -4.6608 -2.7437 -4.7086
C -5.8311 -3.4550 -2.6276
H 2.7624 -2.2750 1.5218
H 1.9690 -1.0034 2.4599
H 2.9277 -0.5812 1.0310
H 0.5771 -3.3431 1.4328
H -0.7804 -2.5495 0.6125
H -0.2443 -1.9769 2.2029
H 1.5445 -3.0614 -0.6696
H 2.4466 -1.5793 -0.9442
H -0.4955 -2.0554 -1.6145
H 0.8376 -2.0004 -2.7695
H 1.4532 0.2657 -3.6094
H 2.3648 0.0662 -2.1105
H 1.5840 2.3717 -4.4732
H 1.9588 5.7898 -1.9638
H 1.4275 6.6855 -0.1755
H 3.1233 6.1852 0.0225
H 2.1020 6.4708 1.4312
H -0.4086 5.1572 0.2233
H 0.1087 4.9121 1.9036
H -0.1826 3.5265 0.8578
H 3.6097 3.8495 1.1309
H 2.2399 2.8921 1.7175
H 2.5633 4.4592 2.4206
H 3.1556 3.6135 -5.6628
H 4.0510 4.8193 -4.7290
H 3.2826 5.2718 -6.2558
H 0.6261 3.7875 -5.8709
H 0.7090 5.4731 -6.3691
H -0.2553 5.0207 -4.9591
H 2.8412 6.7997 -3.6944
H 1.0664 6.8941 -3.7643
H 2.0308 7.1166 -5.2211
H -0.7862 -0.2212 -3.7116
H -1.0396 1.2329 -2.7392
H -2.8597 -1.1599 -4.0464
H -5.7946 -1.2284 -0.9668
H -2.8570 1.7479 1.0684
H -4.3859 2.1476 1.8351
H -4.2613 2.1611 0.0750
H -2.6664 -0.6001 2.0921
H -4.1187 -1.6062 2.1932
H -4.0334 -0.0741 3.0713
H -6.3787 0.6240 0.2444
H -6.2002 0.6186 1.9979
H -6.2612 -0.9092 1.1329
H -6.1927 -0.4628 -4.3462
H -7.0863 -1.0311 -2.9279
H -7.2116 -1.9034 -4.4586
H -4.3956 -1.9217 -5.3751
H -5.3494 -3.3890 -5.2518
H -3.7672 -3.3284 -4.4820
H -6.4519 -3.1598 -1.7826
H -4.9909 -4.0403 -2.2502
H -6.4303 -4.0968 -3.2723
S 0.8024 3.4125 5.0677
Sb -0.3543 2.3860 6.6676
S -0.3093 1.2651 2.4857
S 0.3538 -0.0117 3.9587
S -0.9595 0.2075 5.4797